# C32H34CoN6OS3

C32H34CoN6OS3 as an isolated structure at a distorted geometry (wB97M-V/def2-TZVPD, the OMol25 dataset).

Each line ends with the Löwdin charge.
Atoms and positions in Å:
Co  -0.401  -0.142  -0.257  0.308
S  -1.620  -0.826  2.975  0.489
C  -0.312  0.275  2.834  -0.824
C  0.212  0.930  3.992  -0.147
C  1.259  1.810  3.911  -0.119
C  1.830  2.084  2.663  -0.107
C  1.294  1.442  1.573  -0.182
N  0.265  0.570  1.625  -0.031
H  -0.259  0.699  4.936  0.073
H  1.637  2.294  4.807  0.088
H  2.663  2.766  2.541  0.084
H  1.693  1.630  0.583  0.022
S  1.596  0.605  -1.578  0.617
C  0.621  0.443  -2.990  -1.158
S  -0.861  -0.374  -2.794  0.639
C  1.024  1.007  -4.228  -0.417
C  0.200  0.935  -5.402  -0.299
N  -0.433  0.898  -6.371  0.090
C  2.257  1.727  -4.386  -0.311
N  3.234  2.319  -4.578  0.085
C  -1.175  6.143  0.095  -0.027
N  -1.463  5.071  -0.861  -0.087
N  -1.815  3.871  -0.234  0.055
C  -1.098  2.832  -0.785  -0.380
O  -1.253  1.665  -0.549  -0.031
C  -0.206  3.439  -1.757  0.091
C  -0.434  4.748  -1.735  -0.279
C  0.248  5.831  -2.491  -0.018
C  -3.050  3.773  0.460  -0.173
C  -3.224  2.764  1.397  0.012
C  -4.436  2.651  2.061  -0.065
C  -5.466  3.551  1.814  -0.106
C  -5.281  4.560  0.878  -0.102
C  -4.078  4.669  0.191  -0.041
H  -2.006  6.237  0.786  0.076
H  -1.069  7.079  -0.451  0.083
H  -0.261  5.940  0.662  0.101
H  0.489  2.883  -2.376  0.079
H  0.849  5.391  -3.284  0.090
H  0.911  6.410  -1.845  0.080
H  -0.480  6.512  -2.932  0.083
H  -2.437  2.049  1.598  0.101
H  -4.546  1.837  2.770  0.107
H  -6.410  3.458  2.336  0.092
H  -6.079  5.261  0.663  0.093
H  -3.945  5.427  -0.572  0.108
C  -5.122  -1.274  -0.539  -0.062
C  -3.957  -2.234  -0.619  -0.290
C  -4.133  -3.537  -1.099  -0.065
C  -3.033  -4.385  -1.162  -0.300
C  -3.194  -5.806  -1.659  -0.077
C  -1.770  -3.943  -0.783  -0.013
C  -1.531  -2.619  -0.319  -0.311
C  -2.707  -1.816  -0.218  -0.067
N  -0.331  -2.061  0.005  -0.048
C  0.852  -2.883  0.287  -0.610
C  1.486  -3.434  -1.001  -0.044
C  1.901  -1.986  0.946  -0.083
C  0.571  -3.991  1.323  -0.054
H  -6.074  -1.793  -0.679  0.059
H  -5.038  -0.504  -1.314  0.077
H  -5.145  -0.761  0.427  0.069
H  -5.117  -3.882  -1.410  0.089
H  -4.222  -5.995  -1.978  0.058
H  -2.946  -6.528  -0.875  0.067
H  -2.535  -6.005  -2.508  0.069
H  -0.955  -4.639  -0.897  0.077
H  -2.643  -0.839  0.256  0.059
H  1.696  -2.592  -1.671  0.071
H  0.839  -4.129  -1.534  0.057
H  2.432  -3.947  -0.773  0.073
H  2.175  -1.159  0.288  0.016
H  2.800  -2.576  1.164  0.076
H  1.511  -1.579  1.884  0.070
H  -0.043  -4.805  0.941  0.054
H  0.046  -3.541  2.172  0.070
H  1.517  -4.419  1.676  0.070

Cartesian forces, eV/Å:
0.307 -0.172 -0.693
0.179 0.420 -0.020
0.054 0.090 -0.161
0.068 -0.005 -0.126
-0.111 -0.076 0.042
0.011 0.001 0.036
-0.240 -0.110 -0.017
-0.250 -0.013 0.035
-0.006 -0.017 0.048
-0.024 -0.030 -0.001
-0.061 -0.044 -0.004
-0.051 -0.023 0.043
0.247 -0.021 -0.295
0.077 0.051 -0.270
0.009 0.015 0.475
0.081 0.176 -0.141
0.225 -0.027 0.284
0.137 0.045 0.183
-0.462 -0.351 0.010
-0.107 0.009 0.059
0.036 -0.090 -0.072
-0.459 0.558 0.323
-0.357 0.124 0.491
0.825 0.775 -1.027
-0.870 -1.144 1.172
0.344 -0.432 -0.140
0.168 0.436 -0.319
0.046 0.020 -0.088
0.317 0.023 -0.302
0.007 -0.218 0.149
0.064 -0.024 -0.014
0.013 -0.033 -0.012
0.095 -0.028 0.000
-0.173 0.100 -0.029
-0.088 0.016 0.032
0.014 -0.025 -0.008
0.019 -0.030 0.023
-0.201 0.152 0.179
0.000 0.000 0.025
0.018 0.018 0.020
-0.014 0.036 -0.032
0.052 -0.003 -0.006
-0.062 0.084 -0.029
0.017 0.006 -0.002
0.011 -0.026 0.008
0.021 -0.046 0.059
0.066 -0.001 -0.014
0.005 -0.077 -0.049
-0.003 0.035 0.014
0.056 0.013 0.034
0.012 0.074 0.024
-0.105 0.097 0.000
0.019 -0.097 0.070
0.128 0.044 -0.050
-0.322 -0.348 0.172
-0.063 0.122 -0.016
0.134 0.039 -0.063
0.100 0.096 0.141
-0.120 0.031 -0.006
0.026 0.010 0.014
-0.016 -0.057 0.054
0.017 -0.039 -0.051
0.051 0.010 0.012
0.027 0.009 0.005
-0.006 0.015 -0.017
-0.016 0.010 0.019
0.072 -0.021 0.019
0.148 0.021 -0.044
-0.007 -0.094 0.065
0.002 0.018 0.018
-0.105 0.040 -0.037
-0.011 -0.084 0.076
-0.058 0.067 -0.030
0.075 -0.084 -0.108
-0.026 0.000 -0.023
0.066 -0.051 -0.066
-0.071 0.037 -0.054

Values from the calculation:
**Spin multiplicity**: 2
**Energy relative to the best compared isomer or geometry (same formula, charge and spin)**: 42.6 kJ/mol
**Charge**: -2